# 1
{
  "formula": "C5H7N",
  "method": "ωB97M-V/def2-TZVPD",
  "orbital_gap_ev": [8.1, 8.1],
  "homo_ev": [-7.1, -7.1],
  "multiplicity": 1,
  "relative_energy_ev": 5.8722,
  "species": ["N", "C", "C", "C", "C", "C", "H", "H", "H", "H", "H", "H", "H"],
  "positions_angstrom": [[-0.40, -0.39, -0.20], [0.87, -0.34, -0.71], [-2.82, 0.23, -0.28], [-1.58, -0.03, -0.06], [0.41, -1.53, 0.12], [1.80, 0.78, -0.34], [2.57, 0.85, -1.03], [1.18, 1.58, -0.61], [0.63, -1.62, 1.18], [0.11, -2.49, -0.27], [2.26, 0.94, 0.67], [-3.52, 0.83, 0.43], [-3.32, -0.30, -1.14]],
  "lowdin_charge": [-0.0956, -0.1925, 0.0020, -0.0880, -0.0623, -0.0862, 0.0307, 0.0475, 0.0983, 0.0912, 0.0912, 0.0860, 0.0777]
}

---

# 2
{
  "formula": "C19H20N6O4S3V",
  "method": "ωB97M-V/def2-TZVPD",
  "charge": 1,
  "orbital_gap_ev": [7.0, 6.9],
  "homo_ev": [-10.6, -10.6],
  "s_squared": 2.02,
  "multiplicity": 3,
  "species": ["V", "S", "S", "S", "O", "O", "O", "O", "N", "N", "N", "N", "N", "N", "C", "C", "C", "C", "C", "C", "C", "C", "C", "C", "C", "C", "C", "C", "C", "C", "C", "C", "C", "H", "H", "H", "H", "H", "H", "H", "H", "H", "H", "H", "H", "H", "H", "H", "H", "H", "H", "H", "H"],
  "positions_angstrom": [[-0.75, -0.04, 0.05], [-2.99, -0.82, 0.48], [-1.62, 2.44, 0.27], [-4.47, -0.52, 3.10], [-0.01, -1.75, 1.26], [-1.13, 0.17, -4.00], [-0.62, 0.58, -1.86], [0.05, -3.98, 1.45], [-0.97, 0.50, 2.07], [-2.34, 2.71, -2.35], [-2.09, 0.29, 2.80], [-2.80, 4.43, -1.07], [1.15, 0.87, 0.54], [-0.56, -1.79, -1.20], [-0.47, -4.15, -1.42], [-3.14, 5.17, 0.12], [-3.05, -0.30, 2.13], [-2.26, 3.20, -1.11], [-0.86, -2.75, -3.33], [-0.72, -4.01, -2.79], [0.02, 1.08, 2.63], [-5.63, -1.32, 1.97], [-0.11, -2.87, 0.78], [3.35, 1.69, 0.16], [2.36, 1.92, 2.32], [-0.40, -3.00, -0.67], [-0.77, -1.65, -2.49], [1.22, 1.30, 1.82], [-2.78, 3.74, -3.29], [2.18, 1.07, -0.27], [3.44, 2.11, 1.48], [-3.44, 4.74, -2.34], [-0.86, -0.19, -2.88], [-2.92, 6.22, -0.03], [-3.46, 3.33, -4.03], [-0.79, -4.89, -3.41], [-4.52, 4.58, -2.26], [-5.83, -0.69, 1.11], [-6.54, -1.47, 2.55], [-5.25, -2.29, 1.64], [-4.21, 5.06, 0.35], [-1.92, 4.17, -3.80], [-0.03, 1.39, 3.67], [0.22, -3.77, 2.39], [-1.73, 1.95, -2.62], [2.06, 0.74, -1.29], [2.38, 2.24, 3.35], [-1.04, -2.59, -4.39], [-2.56, 4.80, 0.96], [-3.26, 5.78, -2.62], [4.34, 2.59, 1.84], [4.17, 1.83, -0.53], [-0.34, -5.12, -0.96]],
  "lowdin_spin": [1.9281, 0.0119, -0.0199, -0.0010, -0.0011, 0.0135, 0.0114, 0.0040, -0.0108, 0.0007, 0.0047, 0.0006, 0.0065, -0.0076, -0.0012, -0.0008, 0.0049, -0.0010, -0.0027, 0.0105, 0.0043, 0.0001, 0.0062, 0.0004, -0.0008, 0.0057, 0.0106, 0.0043, 0.0000, 0.0077, 0.0056, -0.0001, 0.0052, 0.0000, 0.0000, 0.0005, 0.0000, 0.0002, 0.0000, 0.0000, 0.0000, 0.0001, -0.0003, 0.0000, 0.0000, 0.0006, -0.0002, -0.0003, -0.0007, 0.0000, 0.0003, 0.0000, -0.0003]
}

---

# 3
{
  "formula": "C37H44NO3Si",
  "method": "ωB97M-V/def2-TZVPD",
  "charge": 1,
  "orbital_gap_ev": 6.9,
  "homo_ev": -10.9,
  "multiplicity": 1,
  "relative_energy_ev": 0.0571,
  "species": ["Si", "O", "O", "O", "N", "C", "C", "C", "C", "C", "C", "C", "C", "C", "C", "C", "C", "C", "C", "C", "C", "C", "C", "C", "C", "C", "C", "C", "C", "C", "C", "C", "C", "C", "C", "C", "C", "C", "C", "C", "C", "C", "H", "H", "H", "H", "H", "H", "H", "H", "H", "H", "H", "H", "H", "H", "H", "H", "H", "H", "H", "H", "H", "H", "H", "H", "H", "H", "H", "H", "H", "H", "H", "H", "H", "H", "H", "H", "H", "H", "H", "H", "H", "H", "H", "H"],
  "positions_angstrom": [[2.54, -2.08, -2.32], [-1.51, 1.19, 2.69], [4.44, 1.44, 4.98], [1.23, -1.82, -1.32], [-1.74, -0.59, 0.40], [-0.35, -0.94, 0.12], [-2.48, 4.09, 0.90], [-1.32, -2.50, 1.80], [0.66, 2.13, -2.82], [-0.47, 1.89, 2.24], [-2.41, -2.07, -2.04], [-2.44, -1.62, 1.21], [-1.10, -2.43, -1.70], [0.82, 1.60, 2.90], [-0.67, -0.20, -3.58], [2.71, 2.68, 4.01], [-2.52, 3.26, -1.37], [-0.65, 0.90, -4.44], [0.03, 2.06, -4.07], [-1.65, -4.76, -1.96], [-1.81, 0.87, 4.03], [-2.24, 0.64, 0.32], [-3.34, -3.06, -2.37], [-2.98, 4.49, -1.85], [-1.48, 1.82, 0.44], [1.92, -2.41, -4.05], [-0.05, -2.15, 1.05], [3.36, -3.55, -1.55], [-3.20, 5.53, -0.93], [0.61, 1.04, -1.95], [-2.21, 3.07, -0.01], [-0.74, -3.77, -1.59], [-2.95, -4.41, -2.36], [5.23, 0.24, 5.10], [-0.12, -0.10, -2.30], [3.60, -0.57, -2.25], [3.23, 1.42, 4.37], [-0.09, -1.31, -1.36], [-2.98, 5.32, 0.43], [1.27, 0.34, 3.41], [1.55, 2.75, 3.27], [2.46, 0.24, 4.12], [-3.18, 6.11, 1.15], [-3.13, 4.64, -2.92], [3.55, -3.36, -0.48], [4.31, -3.75, -2.05], [4.54, -0.76, -2.79], [-3.33, 0.71, 0.33], [-0.61, 2.97, 2.08], [-1.58, -3.56, 1.70], [-1.13, -1.14, -3.91], [2.72, -2.89, -4.63], [-0.41, 1.82, 0.18], [3.11, 0.30, -2.71], [1.15, 3.70, 2.93], [1.04, -3.07, -4.05], [6.19, 0.64, 5.42], [-2.70, -1.02, -2.05], [-2.73, 1.42, 4.22], [2.82, -0.72, 4.50], [1.20, 3.03, -2.51], [-4.36, -2.77, -2.65], [-3.10, -2.20, 0.55], [-3.05, -1.17, 2.00], [0.32, -3.01, 0.49], [-1.98, -0.21, 4.05], [3.26, 3.57, 4.27], [-2.31, 3.91, 1.96], [-3.67, -5.19, -2.63], [0.25, -4.05, -1.23], [3.84, -0.32, -1.21], [-2.35, 2.42, -2.06], [-1.15, 0.83, -5.41], [0.69, -0.57, 3.22], [1.65, -1.47, -4.55], [4.81, -0.42, 5.86], [-1.22, -2.30, 2.88], [2.72, -4.44, -1.63], [-1.03, 1.16, 4.74], [5.33, -0.30, 4.15], [0.76, -1.86, 1.74], [0.29, -0.10, 0.42], [1.14, 1.07, -1.00], [-1.33, -5.81, -1.94], [0.06, 2.93, -4.74], [-3.56, 6.50, -1.27]],
  "lowdin_charge": [0.3923, -0.1694, -0.0730, -0.1695, -0.0103, -0.1523, -0.0413, -0.1208, -0.0695, -0.1117, -0.0724, -0.0892, -0.1477, -0.1690, -0.0386, 0.0226, -0.0312, -0.0566, -0.0756, -0.0559, -0.0209, -0.0058, -0.0607, -0.0625, -0.0908, -0.1376, -0.0969, -0.1494, -0.0759, -0.0656, -0.2042, -0.0274, -0.0719, -0.0378, -0.1465, -0.1481, -0.2408, -0.3287, -0.0693, -0.0102, -0.0137, 0.0166, 0.1078, 0.1111, 0.0398, 0.0413, 0.0431, 0.1701, 0.1068, 0.1237, 0.1216, 0.0438, 0.1085, 0.0252, 0.1264, 0.0387, 0.0987, 0.1171, 0.1048, 0.1187, 0.1162, 0.1113, 0.1218, 0.1237, 0.0997, 0.0899, 0.1315, 0.1105, 0.1107, 0.1082, 0.0408, 0.1082, 0.1122, 0.1038, 0.0338, 0.0963, 0.1043, 0.0340, 0.1017, 0.1014, 0.0990, 0.1306, 0.1171, 0.1132, 0.1132, 0.1073]
}

---

# 4
{
  "formula": "H2N4O7Si2",
  "method": "ωB97M-V/def2-TZVPD",
  "orbital_gap_ev": 8.5,
  "homo_ev": -11.0,
  "multiplicity": 1,
  "relative_energy_ev": 0.0000,
  "species": ["Si", "Si", "O", "O", "O", "O", "O", "O", "O", "N", "N", "N", "N", "H", "H"],
  "positions_angstrom": [[0.70, -0.34, 1.87], [-1.36, 0.60, -0.82], [0.82, 2.17, -1.03], [-1.84, 0.25, 0.82], [1.01, 0.80, 0.60], [-1.13, -0.63, -1.67], [-1.81, -0.63, 2.76], [1.06, -1.79, 1.73], [1.70, -0.44, -1.87], [-1.19, -0.22, 1.83], [0.33, 1.31, -0.37], [1.53, -1.35, -2.56], [1.38, -2.20, -3.25], [0.92, 0.64, 2.91], [-2.12, 1.81, -0.95]],
  "lowdin_charge": [0.3851, 0.3989, 0.1641, -0.0650, -0.0741, -0.2829, 0.1744, -0.2839, 0.0710, -0.2364, -0.2631, -0.3010, 0.2581, 0.0284, 0.0266]
}

---

# 5
{
  "formula": "C25H26Cl2N11O2PS3SeZr",
  "method": "ωB97M-V/def2-TZVPD",
  "charge": 2,
  "orbital_gap_ev": 5.3,
  "homo_ev": -12.4,
  "multiplicity": 1,
  "relative_energy_ev": 1.8264,
  "species": ["Zr", "Se", "Cl", "Cl", "S", "S", "S", "P", "O", "O", "N", "N", "N", "N", "N", "N", "N", "N", "N", "N", "N", "C", "C", "C", "C", "C", "C", "C", "C", "C", "C", "C", "C", "C", "C", "C", "C", "C", "C", "C", "C", "C", "C", "C", "C", "C", "H", "H", "H", "H", "H", "H", "H", "H", "H", "H", "H", "H", "H", "H", "H", "H", "H", "H", "H", "H", "H", "H", "H", "H", "H", "H"],
  "positions_angstrom": [[0.99, 0.42, 0.34], [0.49, -3.41, 1.94], [4.35, 0.27, 0.28], [2.83, -1.71, -1.21], [2.09, 2.89, 1.08], [-0.63, 2.42, 0.15], [-0.42, -0.81, -1.39], [2.08, 1.83, -2.76], [1.77, 1.23, -1.37], [2.83, 0.96, -3.69], [-1.95, -0.92, 0.87], [1.92, 0.05, 2.54], [-2.64, -2.71, -1.96], [0.25, 1.01, -4.49], [-1.13, 5.25, -2.12], [-1.08, -0.17, 1.39], [2.89, 6.11, -0.31], [3.42, 3.51, -1.05], [-2.71, -2.17, -0.80], [0.92, -3.22, 3.64], [1.09, -1.79, 1.49], [-1.30, 0.05, 2.80], [-2.08, -0.77, 4.92], [-1.91, -0.95, 3.56], [-0.34, 5.08, -1.30], [-1.78, -1.33, -0.40], [0.68, 3.53, 0.23], [-4.77, -3.89, -1.69], [4.42, -0.96, -1.01], [-4.29, -5.16, -4.13], [2.32, -0.10, 4.91], [-1.06, 1.40, 4.77], [1.51, -1.24, 2.61], [2.81, 3.46, -2.39], [1.43, -2.02, 3.80], [2.30, 0.60, 3.67], [1.88, 5.56, -0.33], [-5.68, -4.80, -2.20], [-5.45, -5.43, -3.41], [-3.37, -4.25, -3.64], [-3.61, -3.63, -2.42], [-0.87, 1.22, 3.41], [-1.65, 0.41, 5.53], [1.88, -1.39, 5.00], [0.71, 4.74, -0.39], [0.48, 2.19, -3.60], [4.25, 2.93, -0.99], [1.19, 0.63, -4.73], [-1.84, -2.51, -2.55], [-2.26, -1.85, 3.08], [-6.58, -5.01, -1.64], [3.02, 3.08, -0.19], [2.67, 0.43, 5.78], [-0.26, 0.28, -3.97], [-2.46, -4.04, -4.19], [-6.17, -6.14, -3.80], [3.71, 4.47, -0.85], [-4.11, -5.65, -5.08], [4.69, -0.48, -1.94], [-2.55, -1.54, 5.51], [-0.35, 2.30, -2.90], [-4.94, -3.38, -0.75], [-1.81, 0.55, 6.59], [3.50, 3.71, -3.20], [5.14, -1.72, -0.71], [0.55, 3.09, -4.21], [-0.75, 2.33, 5.23], [2.00, 4.19, -2.41], [-0.27, 1.24, -5.33], [1.86, -1.93, 5.94], [2.59, 1.64, 3.64], [-0.44, 2.02, 2.82]],
  "lowdin_charge": [1.2137, 1.2518, 0.5849, 0.5709, 0.6837, 0.6622, 0.5583, 0.4898, -0.6622, -0.2936, 0.0447, -0.0358, 0.0258, 0.1508, 0.1982, -0.1640, 0.2089, 0.0232, 0.0911, -0.1707, -0.3317, -0.2658, -0.0526, -0.0346, -0.2269, -0.7464, -0.9818, -0.0177, -0.8875, -0.0653, 0.0031, -0.0610, -0.5073, -0.1658, -0.3579, -0.0838, -0.2091, -0.0573, -0.0626, -0.0310, -0.2240, -0.0629, -0.0594, 0.0660, -0.3513, -0.1659, 0.1306, 0.1361, 0.0971, 0.1043, 0.1151, -0.1871, 0.1273, 0.1087, 0.1112, 0.1140, 0.0895, 0.1135, 0.0368, 0.1174, 0.0856, 0.1105, 0.1157, 0.1286, 0.0449, 0.1207, 0.1172, 0.0871, 0.1755, 0.1410, 0.1068, 0.0607]
}

---

# 6
{
  "formula": "C11H15N",
  "method": "ωB97M-V/def2-TZVPD",
  "orbital_gap_ev": 8.8,
  "homo_ev": -7.9,
  "smiles": "Cc1c[nH]c2ccccc12.CC",
  "multiplicity": 1,
  "relative_energy_ev": 1.5941,
  "species": ["N", "C", "C", "C", "C", "C", "C", "C", "C", "C", "C", "C", "H", "H", "H", "H", "H", "H", "H", "H", "H", "H", "H", "H", "H", "H", "H"],
  "positions_angstrom": [[-0.76, 1.60, -0.96], [-1.63, 1.61, 2.70], [3.07, -0.83, -0.54], [-0.06, -1.99, -0.84], [-0.56, -1.11, 1.32], [2.68, -0.37, -1.99], [-1.15, 2.23, 0.18], [-1.08, 1.42, 1.31], [-0.78, 0.12, 0.74], [-0.64, 0.26, -0.69], [-0.36, -0.86, -1.45], [-0.13, -2.20, 0.54], [-0.85, 1.97, -1.90], [3.48, -1.86, -0.55], [0.25, -2.79, -1.57], [-1.41, 3.26, 0.09], [3.76, -0.08, -0.13], [2.14, -0.75, 0.08], [0.13, -3.06, 1.14], [3.62, -0.30, -2.68], [-1.56, 2.77, 2.82], [-0.17, -0.74, -2.60], [-2.65, 1.17, 2.78], [-0.99, 1.15, 3.46], [1.95, 0.48, -1.77], [-0.60, -1.09, 2.39], [2.14, -1.04, -2.60]],
  "lowdin_charge": [0.0738, -0.0635, -0.1525, -0.1598, -0.0396, -0.1802, -0.0711, -0.2225, -0.1553, -0.2141, -0.1061, -0.0754, 0.1580, 0.0693, 0.1294, 0.1117, 0.0638, 0.0471, 0.0981, 0.0947, 0.1056, 0.1503, 0.0915, 0.0673, 0.0743, 0.1043, 0.0009]
}

---

# 7
{
  "formula": "C14H18F3NO",
  "method": "ωB97M-V/def2-TZVPD",
  "orbital_gap_ev": 9.3,
  "homo_ev": -8.5,
  "smiles": "O[C@@H](CN1CCC[C@H](C(F)(F)F)C1)c1ccccc1",
  "multiplicity": 1,
  "species": ["F", "F", "F", "O", "N", "C", "C", "C", "C", "C", "C", "C", "C", "C", "C", "C", "C", "C", "C", "H", "H", "H", "H", "H", "H", "H", "H", "H", "H", "H", "H", "H", "H", "H", "H", "H", "H"],
  "positions_angstrom": [[-2.09, 1.24, -1.64], [-0.63, 2.23, -2.88], [-1.63, 0.46, -3.59], [0.85, -1.78, 3.02], [1.66, 0.09, -0.03], [1.24, -1.06, 0.73], [2.72, -0.17, -0.99], [-3.28, 0.87, 2.08], [-2.23, 1.67, 2.52], [2.24, -0.91, -2.24], [-1.07, 1.02, -2.50], [0.01, 0.16, -1.90], [0.73, -0.67, 2.14], [-0.94, 1.17, 2.54], [-1.74, -0.92, 1.70], [-3.03, -0.43, 1.68], [1.13, -0.11, -2.91], [-0.68, -0.13, 2.12], [0.60, 0.85, -0.65], [1.88, -1.90, -1.96], [-0.13, 1.79, 2.88], [0.73, -0.66, -3.77], [3.07, -1.04, -2.93], [0.46, -1.66, 0.22], [-0.19, 1.03, 0.09], [1.42, 0.08, 2.54], [-2.42, 2.68, 2.84], [-3.84, -1.05, 1.34], [3.14, 0.80, -1.28], [-0.47, -0.78, -1.61], [3.51, -0.73, -0.49], [0.16, -2.42, 2.80], [1.02, 1.82, -0.95], [2.11, -1.71, 0.89], [-1.56, -1.94, 1.38], [1.52, 0.84, -3.27], [-4.28, 1.26, 2.06]],
  "lowdin_charge": [0.1376, 0.1422, 0.1347, -0.0120, -0.1513, -0.1324, -0.1857, -0.0855, -0.0737, -0.1647, -0.6113, -0.1891, -0.3206, -0.0400, -0.0444, -0.0757, -0.1439, -0.2008, -0.1237, 0.1119, 0.1173, 0.1205, 0.1116, 0.1163, 0.1107, 0.1499, 0.1039, 0.1044, 0.1237, 0.1550, 0.1178, 0.0867, 0.1389, 0.1303, 0.1130, 0.1261, 0.1023]
}

---

# 8
{
  "formula": "C6H13NO",
  "method": "ωB97M-V/def2-TZVPD",
  "orbital_gap_ev": 10.6,
  "homo_ev": -9.7,
  "smiles": "CCNC(=O)C(C)C",
  "multiplicity": 1,
  "relative_energy_ev": 1.9481,
  "species": ["O", "N", "C", "C", "C", "C", "C", "C", "H", "H", "H", "H", "H", "H", "H", "H", "H", "H", "H", "H", "H"],
  "positions_angstrom": [[0.77, -1.73, 0.26], [-0.73, 0.05, 0.45], [2.02, -0.87, -1.83], [1.11, 0.08, -1.16], [-1.74, -0.57, 1.39], [1.83, 1.23, -0.51], [0.38, -0.63, -0.06], [-3.05, 0.19, 1.67], [-3.35, 0.84, 0.80], [2.51, 0.84, 0.25], [1.53, -1.53, -2.50], [-0.87, 1.02, 0.36], [-3.96, -0.32, 2.00], [2.68, -0.52, -2.61], [0.43, 0.58, -1.97], [1.39, 2.02, 0.00], [2.61, -1.23, -0.89], [-2.04, -1.44, 0.81], [-1.38, -0.79, 2.36], [-2.78, 1.05, 2.27], [2.63, 1.73, -1.09]],
  "lowdin_charge": [0.0826, 0.0760, -0.0907, -0.3906, -0.2144, -0.0836, -0.4856, -0.1045, 0.0778, 0.0892, 0.0731, 0.1102, 0.0786, 0.0790, 0.1723, 0.0444, 0.1304, 0.1119, 0.0953, 0.0580, 0.0905]
}

---

Question: Which value of multiplicity does entry 3 give?
Answer: 1